Entry from the OMol25 dataset: C2H3N3 in the gas phase in a non-equilibrium geometry (ωB97M-V/def2-TZVPD).

Properties
- Kohn-Sham gap: 9.063 eV
- DFT total energy: -242.1423 a.u.
- E_HOMO: -8.687 eV
- ΔE to the lowest compared entry with this formula, charge and spin: 81.81 kcal per mole

Each line ends with the Löwdin charge.
Geometry (Å):
C1 1.00385 0.56320 0.01487  -0.38
C2 -2.13706 -0.39931 0.02111  0.19
N1 -0.25684 0.98932 -0.10321  0.02
N2 -1.06782 0.06318 -0.06137  -0.09
N3 1.40769 -0.64620 -0.02641  0.06
H1 1.53649 1.47038 0.17708  0.09
H2 -2.89295 -1.15286 -0.07473  0.08
H3 2.40665 -0.88770 0.05266  0.04



Entry from the OMol25 dataset: 2 unconnected molecules or ions with the total composition C2H3N3 in a non-equilibrium geometry (ωB97M-V/def2-TZVPD).

Properties
- Kohn-Sham gap (spin up / spin down): 11.092 / 7.763 eV
- DFT total energy: -242.0462 a.u.
- E_HOMO (spin up / spin down): -10.188 / -10.874 eV
- Spin multiplicity: 3
- ΔE to the lowest compared entry with this formula, charge and spin: 17.53 kcal per mole

Each line ends with the Löwdin spin population.
Geometry (Å):
C1 -0.88924 -0.73096 0.26526  0.21
C2 -1.00202 0.73992 0.19068  0.26
N1 0.40536 -0.96183 0.25590  0.05
N2 0.23761 1.20061 0.16892  0.05
N3 1.01783 0.18577 -0.00109  0.49
H1 -1.56217 -1.57822 0.23374  0.01
H2 -1.82923 1.48170 0.36190  0.01
H3 3.33833 1.26043 0.55426  0.93